(1)
8
Properties=species:S:1:pos:R:3 method="wB97M-V/def2-TZVPD" gap_ha=0.191 energy_ha=-912.63013 relative_energy_kj_mol=623.8 homo_energy_ev=-10.223 total_charge=+1 mol_weight_g_mol=105.06 lumo_ha=-0.1848
C 1.03345 -1.11884 -0.91684
C 0.66135 -0.01205 -0.18444
O -0.44270 0.68463 -0.54409
O 0.19204 -2.16360 -1.02983
H 1.62290 -0.68024 -1.78465
Ca -3.10134 1.03474 2.74301
Li -1.09555 2.07151 0.92807
H 1.12985 0.18384 0.78876

***

(2)
8
Properties=species:S:1:pos:R:3 method="wB97M-V/def2-TZVPD" gap_ha=0.428 energy_ha=-1197.50524 relative_energy_kj_mol=43.3 homo_energy_ev=-10.871 total_charge=0 mol_weight_g_mol=134.94 lumo_ha=0.0288
C -0.75052 -0.31635 0.21448
C 0.66190 0.20909 0.00919
H -1.34240 0.29197 0.92722
H -0.74187 -1.33456 0.64320
F -1.37361 -0.29977 -0.99037
F 1.29076 0.50425 1.16785
Cl 0.60404 1.70465 -0.94465
Cl 1.65172 -0.75929 -1.02692

***

(3)
8
Properties=species:S:1:pos:R:3 method="wB97M-V/def2-TZVPD" smiles="O=C(Cl)Cl.C=O" gap_ha=0.392 energy_ha=-1148.23392 relative_energy_kj_mol=190.0 homo_energy_ev=-10.374 total_charge=0 mol_weight_g_mol=128.94 lumo_ha=0.0104
C -0.89080 -2.46140 -1.80895
C -0.23609 -0.45820 0.34635
O -1.41001 -1.43379 -2.01582
O 0.61008 -1.27740 0.10623
Cl 0.52653 -2.95603 -2.73749
Cl -1.59454 -3.63444 -0.75399
H -1.35494 -0.85347 0.32012
H -0.04767 0.68720 0.55936